Record 1
ORCA calculation (the ωB97M-V functional and the def2-TZVPD basis) on a cluster of 12 separate species, H24O12 in total in a non-equilibrium geometry.

CARTESIAN COORDINATES (ANGSTROEM)
O1 0.2648 -1.8273 -2.1121
H1 0.6513 -1.1551 -2.6563
H2 -0.6150 -1.4878 -1.9078
O2 -2.4502 -0.0812 -1.4416
H3 -1.8484 0.6939 -1.4750
H4 -2.8753 -0.2363 -2.3179
O3 2.4460 -0.8526 2.2028
H5 2.0421 -1.5764 1.6537
H6 3.1706 -1.2265 2.6940
O4 -4.5284 0.2699 0.2336
H7 -4.4760 -0.6694 0.4750
H8 -3.8429 0.2601 -0.4913
O5 -0.9944 -0.8018 1.5480
H9 -0.4703 0.0106 1.8125
H10 -1.7744 -0.4150 1.0468
O6 3.9668 -1.3898 -0.6650
H11 3.9235 -1.4010 0.2906
H12 3.2995 -2.0856 -0.8216
O7 0.9973 1.4200 1.9403
H13 1.3168 0.5320 2.2446
H14 0.6764 1.9227 2.7082
O8 -2.5907 1.8475 1.4703
H15 -3.3930 1.3925 1.1614
H16 -2.7696 2.7900 1.7031
O9 0.4176 0.9812 -2.9275
H17 -0.2208 1.2415 -2.2995
H18 1.2033 0.9579 -2.4187
O10 1.0823 -2.4166 0.5987
H19 0.9278 -2.2682 -0.3527
H20 0.3064 -1.9524 0.9894
O11 2.2019 0.8129 -0.8275
H21 2.5308 1.2016 -0.0084
H22 2.8282 0.0793 -0.9470
O12 -0.5820 1.8465 -0.7031
H23 -1.0804 2.1720 0.0414
H24 0.2585 1.4111 -0.4415

As for the gap between HOMO and LUMO: 11.088 eV. The value obtained for the largest force on an atom is 2.79 eV/A. The electronic energy comes out at -917.3160 Ha.

Record 2
ORCA calculation (the ωB97M-V functional and the def2-TZVPD basis) on a cluster of 12 separate species, H24O12 in total in a non-equilibrium geometry.

CARTESIAN COORDINATES (ANGSTROEM)
O1 1.3454 1.4154 1.7763
H1 1.4422 0.7960 2.5547
H2 1.0786 2.2829 2.1225
O2 1.0654 -1.9369 -2.2893
H3 0.8392 -1.5110 -3.1356
H4 0.3776 -2.6063 -2.1695
O3 -1.8112 -0.6987 -3.2246
H5 -1.5593 -0.1715 -2.4366
H6 -2.6042 -1.1803 -2.9547
O4 1.3295 -1.0660 2.9038
H7 0.3360 -0.9368 2.8624
H8 1.5699 -1.3400 1.9765
O5 -1.4822 -0.7651 2.6684
H9 -1.5043 -1.4458 1.9585
H10 -1.9775 -1.1635 3.4018
O6 -2.0498 -2.2491 0.1238
H11 -1.5079 -1.4624 -0.1142
H12 -1.9510 -2.8541 -0.6194
O7 2.1936 1.1619 -3.5857
H13 2.6295 1.9316 -3.9663
H14 2.2896 1.2686 -2.6003
O8 -2.0150 2.0553 2.2846
H15 -1.4919 1.2791 2.5854
H16 -2.9025 1.8987 2.6306
O9 2.4923 1.5280 -0.8404
H17 2.0556 1.7760 0.0086
H18 3.4406 1.6043 -0.6605
O10 -0.5266 0.0170 -0.7346
H19 0.4002 0.0306 -1.0352
H20 -0.4986 0.3591 0.1778
O11 1.7554 -2.1859 0.4421
H21 1.6604 -2.2461 -0.5393
H22 1.7098 -3.0997 0.7617
O12 -1.9039 3.5203 -0.2322
H23 -2.3454 2.8546 -0.7703
H24 -1.8796 3.1398 0.6691

As for the gap between HOMO and LUMO: 10.639 eV. The value obtained for the largest force on an atom is 1.48 eV/A. The electronic energy comes out at -917.2986 Ha.

Record 3
ORCA calculation (the ωB97M-V functional and the def2-TZVPD basis) on a structure of composition H24O12 in a non-equilibrium geometry.

CARTESIAN COORDINATES (ANGSTROEM)
O1 -1.0746 -1.3741 -2.5141
H1 -1.7496 -1.7561 -2.8971
H2 -0.8816 -2.1131 -1.7161
O2 -0.0666 2.2819 -0.4511
H3 0.6614 2.0179 -1.2061
H4 0.3804 1.7239 0.2349
O3 -2.8596 3.1019 -0.4741
H5 -2.8006 3.2939 -1.4401
H6 -2.0236 2.5079 -0.1381
O4 -0.5516 -3.1761 -0.5521
H7 -0.5396 -4.1251 -0.5641
H8 -0.3106 -2.8871 0.3309
O5 -2.5466 0.6689 -0.5481
H9 -2.4496 1.6719 -0.7421
H10 -2.4006 0.3349 -1.4211
O6 2.7114 0.4909 1.5679
H11 3.2554 -0.3751 1.4809
H12 1.8904 0.4649 1.0849
O7 -1.4576 -0.3791 2.9629
H13 -2.1066 0.3529 2.8579
H14 -0.7496 0.1739 3.3109
O8 0.0834 -2.6771 2.1539
H15 0.9114 -2.2351 1.8159
H16 -0.3496 -1.7571 2.4839
O9 0.3484 0.1269 0.3329
H17 0.4024 -0.2491 -0.6001
H18 -0.5386 0.1789 0.5999
O10 1.1244 1.0479 3.7099
H19 1.6524 0.6399 2.8439
H20 1.4434 0.6159 4.4429
O11 1.6684 -0.6121 -2.8661
H21 2.2484 -0.9591 -3.4301
H22 0.9134 -1.1071 -3.0511
O12 2.0344 1.6009 -2.1541
H23 1.8054 0.4369 -2.3861
H24 1.9214 2.0499 -3.0621

As for the gap between HOMO and LUMO: 9.421 eV. The value obtained for the largest force on an atom is 8.50 eV/A. The electronic energy comes out at -917.1187 Ha.